DFT (wB97M-V/def2-TZVPD) results for a 14-piece molecular cluster, C5H39N2O14 overall in a non-equilibrium geometry.

Geometry (Å):
C 0.092 1.266 -0.882
N 0.539 0.401 0.224
C 0.242 0.988 1.587
O -0.692 0.261 2.295
C 0.516 0.629 -2.250
C -0.203 -0.614 -2.812
C -1.736 -0.698 -2.852
N -2.155 -1.486 -1.698
H -1.003 1.514 -0.912
H 0.403 2.288 -0.753
H -0.006 -0.458 0.237
H -0.206 2.003 1.461
H 1.182 0.956 2.221
H 0.513 1.384 -3.056
H 1.519 0.240 -2.032
H 0.180 -0.869 -3.807
H 0.304 -1.409 -2.255
H -2.207 0.275 -2.841
H -2.013 -1.139 -3.838
H -2.977 -2.063 -1.735
H -2.052 -1.044 -0.802
H -1.864 3.291 0.991
H -2.208 4.536 0.012
O -1.540 3.934 0.327
H 3.377 -1.279 -0.298
H 1.984 -0.528 -0.327
O 2.488 -1.300 -0.679
H 0.272 4.738 -0.078
H 1.951 4.500 -0.190
O 1.178 5.062 -0.160
H 1.673 -3.320 -3.416
H 2.207 -3.091 -1.998
O 2.476 -3.362 -2.881
H 2.483 1.715 0.550
H 3.674 1.543 -0.314
O 3.129 2.245 0.065
H -2.472 2.073 3.013
H -3.301 1.757 1.682
O -2.789 2.429 2.167
H -3.543 -0.372 1.744
H -2.009 0.133 1.515
O -2.963 0.031 1.100
H 3.608 -1.717 -3.060
H 3.541 -0.138 -3.203
O 4.117 -0.907 -3.227
H 0.120 -0.928 2.920
H 0.502 -1.617 4.181
O 0.560 -1.802 3.232
H -3.047 -2.057 3.372
H -1.806 -1.198 2.850
O -2.382 -1.410 3.604
H -0.779 0.772 4.884
H -0.886 1.615 3.722
O -0.965 1.692 4.688
H -0.786 -3.333 -2.032
H 0.056 -4.420 -1.331
O 0.023 -3.858 -2.113
H 1.694 -2.327 0.543
H 0.779 -2.463 1.651
O 1.209 -3.063 0.997

* E_LUMO: 2.60 eV
* F_max: 2.3 eV Å⁻¹
* electronic energy: -1376.8282 Eh
* charge: -1
* spin multiplicity: 1

Here are the natural (NBO) charges for atoms 1 to 2, given in e:
1. C -0.2476
2. N -0.7253